# C24H39MnN5O3P2

A structure of composition C24H39MnN5O3P2 (ωB97M-V/def2-TZVPD, OMol25).

Structure (XYZ):
```
74
Properties=species:S:1:pos:R:3:forces:R:3:mulliken_charge:R:1
Mn -0.07893 0.31438 0.67953 -0.34 -0.18 -0.08 0.811
C 3.18613 -1.33370 -0.30572 0.05 0.04 0.00 -1.456
P 2.37742 -0.17606 0.83201 0.09 -0.04 0.03 0.976
C 3.42029 1.31495 0.74251 0.06 -0.01 0.01 -1.325
C 2.72596 -0.84770 2.49908 0.08 0.04 0.02 -0.965
C 1.90756 -0.09511 3.54893 0.00 -0.04 0.07 -1.221
P 0.10875 -0.08776 3.16672 0.12 0.19 -0.05 1.234
C -0.50501 1.15834 4.34949 -0.03 -0.09 0.10 -1.255
C -0.50087 -1.65209 3.84785 0.02 0.01 0.10 -1.295
H 3.06240 -0.99038 -1.33295 -0.01 0.00 0.00 0.376
H 2.72706 -2.31464 -0.20119 -0.02 -0.03 0.00 0.321
H 4.25139 -1.40203 -0.07954 0.00 -0.04 -0.02 0.486
H 4.46725 1.06738 0.92494 0.00 0.03 -0.01 0.495
H 3.09108 2.05156 1.47615 -0.01 -0.01 0.01 0.357
H 3.32452 1.76782 -0.24444 0.00 -0.01 -0.01 0.337
H 3.79464 -0.76905 2.71332 -0.01 -0.03 0.01 0.620
H 2.46161 -1.90532 2.47942 -0.05 -0.01 -0.02 0.307
H 2.22479 0.95140 3.59968 -0.02 0.01 -0.01 0.384
H 2.05385 -0.51518 4.54767 0.03 -0.01 -0.02 0.604
H -0.02535 1.01296 5.31926 -0.02 0.00 0.00 0.505
H -1.57933 1.05099 4.48708 -0.05 0.00 -0.04 0.337
H -0.30272 2.16955 4.00452 0.03 0.00 0.00 0.246
H -0.37588 -1.63789 4.93236 -0.01 -0.04 0.00 0.494
H 0.04988 -2.47788 3.40509 0.01 0.01 0.00 0.325
H -1.55386 -1.78195 3.60403 -0.01 0.00 -0.01 0.251
C -2.11618 0.82192 0.90363 -0.09 -0.02 0.00 -1.958
C -3.08002 -0.26405 1.13782 0.10 0.13 -0.03 0.066
C -3.55027 -0.55753 2.42083 -0.05 -0.03 0.04 -0.289
C -4.41064 -1.61550 2.64994 0.06 0.04 -0.02 -0.751
C -4.82418 -2.40632 1.58105 -0.11 -0.15 0.07 0.534
C -4.41228 -2.09758 0.28640 0.04 0.03 -0.04 -0.950
C -3.55921 -1.03269 0.07060 -0.03 -0.05 0.00 -0.264
C -5.68644 -3.53584 1.81925 0.05 0.13 -0.01 -0.087
N -6.36903 -4.43733 2.02225 0.01 -0.02 -0.02 -0.486
H -2.09354 1.59186 1.67522 -0.07 -0.03 0.00 0.824
H -2.15486 1.24405 -0.10146 -0.06 -0.01 -0.02 0.877
H -3.25416 0.06652 3.25392 0.05 0.03 0.04 0.476
H -4.76496 -1.83407 3.64828 0.00 0.00 0.00 0.516
H -4.76841 -2.69225 -0.54403 0.00 0.01 0.00 0.530
H -3.26472 -0.77714 -0.93778 0.01 0.00 -0.02 0.607
C -0.13648 4.02588 1.96324 0.03 0.00 0.05 -0.686
N 0.12150 4.38038 0.57702 0.06 0.01 -0.02 0.018
C 0.60173 5.73738 0.33398 -0.03 -0.01 -0.01 -1.257
C 0.22529 3.38296 -0.33471 -0.12 -0.09 -0.01 0.222
O 0.36259 2.19096 0.05081 0.13 0.19 0.04 -0.457
N 0.19648 3.68627 -1.64636 0.01 -0.03 0.01 0.140
C 0.60412 2.68353 -2.62572 -0.01 -0.01 0.01 -1.021
C -0.61808 4.76940 -2.18738 0.00 0.00 0.01 -1.242
H 0.17976 4.85102 2.59755 -0.03 0.00 0.00 0.455
H 0.42677 3.13684 2.24385 0.02 0.02 -0.02 -0.093
H -1.19870 3.84560 2.14131 0.01 -0.02 -0.01 0.327
H 1.39615 5.96844 1.04580 -0.03 0.00 0.01 0.445
H -0.19833 6.46900 0.45192 0.01 0.02 -0.01 0.349
H 1.01304 5.82282 -0.66496 0.03 -0.01 0.00 0.395
H 1.35278 2.02331 -2.19932 0.03 0.01 0.04 0.173
H 1.03214 3.20419 -3.48194 0.00 -0.02 0.00 0.428
H -0.23848 2.07325 -2.94448 -0.05 -0.04 -0.01 0.362
H -1.22442 5.22159 -1.40756 0.01 0.00 0.00 0.416
H -1.28851 4.34836 -2.93754 -0.01 0.01 0.00 0.393
H -0.00823 5.53867 -2.66323 0.00 0.00 -0.01 0.337
C -0.11947 -5.02258 -0.19445 -0.01 0.05 0.02 -1.125
N -0.41168 -3.68627 -0.70724 0.02 -0.05 -0.01 0.233
C -0.94558 -3.54211 -1.96183 -0.03 0.00 0.01 -0.287
C -1.20537 -2.34482 -2.50659 0.06 0.00 0.02 -1.062
C -0.91712 -1.15747 -1.72497 -0.08 -0.07 -0.07 -0.030
O -1.11848 -0.00629 -2.11306 0.02 0.13 0.01 -0.569
N -0.42021 -1.35605 -0.46031 0.14 0.00 -0.07 1.225
C -0.11087 -2.57236 0.05453 -0.10 0.03 -0.08 0.015
O 0.42424 -2.68032 1.16271 0.09 0.04 0.03 -0.753
H -0.97784 -5.66892 -0.36707 0.01 -0.02 0.00 0.416
H 0.07075 -4.94666 0.87039 -0.01 -0.01 -0.01 0.313
H 0.75841 -5.44240 -0.68583 0.00 0.00 0.00 0.328
H -1.14335 -4.47054 -2.48133 0.00 0.00 0.00 0.481
H -1.62287 -2.24762 -3.49590 0.00 0.01 0.00 0.515
```
Positions in Å, forces in eV/Å.

Computed properties:
- Net charge: +1
- Energy relative to the best compared isomer or geometry (same formula, charge and spin): 0.0 kcal/mol
- HOMO level (spin up / spin down): -10.7 / -10.8 eV
- 2S+1: 5
- Orbital gap (spin up / spin down): 7.031 / 8.632 eV
- Total energy: -89009.4825 eV